Arrangement a

C2H6NO5 | wB97M-V/def2-TZVPD

Total charge   -1

Atoms and positions in Å:
O 1.5590 1.4765 -0.5745
C 1.4948 0.2804 -0.8224
N 0.7997 -0.6222 -0.1238
C -0.3151 -0.3358 0.8479
O -0.0139 0.2137 1.8943
O -1.4060 -0.7634 0.4156
H 2.0684 -0.1349 -1.6669
H 0.7200 -1.5252 -0.5694
H 1.0436 2.6702 0.7361
H 0.3067 2.3320 1.9501
O 0.6473 3.1256 1.5070
H -3.0375 -2.4756 -1.2545
H -1.7617 -1.7698 -0.8584
O -2.1053 -2.4714 -1.4812

***

Arrangement b

C2H6NO5 | wB97M-V/def2-TZVPD

Total charge   -1

Atoms and positions in Å:
C -1.6605 0.7109 0.8430
C 1.2199 0.0334 -1.4237
N 0.1249 0.7223 -1.8290
O 0.6075 -1.9576 2.1775
O -0.5294 0.4078 1.2615
O -1.9889 1.2082 -0.2317
O 1.5903 0.1642 -0.1587
O 1.8638 -0.6471 -2.2067
H -2.4858 0.5850 1.6130
H 1.1462 -2.0282 1.3888
H -0.6035 1.0332 -1.1701
H -0.2279 0.4707 -2.7380
H 0.7859 0.4007 0.4106
H 0.1577 -1.1035 2.0635

***

Which of them is least stable? Easy: arrangement a.

***

Arrangement a

C5H8S | wB97M-V/def2-TZVPD

Atoms and positions in Å:
C -0.3544 1.9351 0.2913
C -0.2514 0.6567 0.1882
C 1.0193 -0.2359 0.2670
C 0.9407 -1.0395 -0.9152
S -0.9539 -1.6500 -0.8882
C -1.4943 -0.3937 0.3877
H 0.7709 2.2066 0.3980
H -1.0862 2.5563 0.0649
H 2.0610 0.3384 0.4344
H 0.9041 -1.1048 1.1417
H 1.5150 -2.0608 -0.8160
H 1.2383 -0.6952 -1.8724
H -1.7354 -0.4315 1.4714
H -2.5737 -0.0817 -0.1527

***

Arrangement b

C5H8S | wB97M-V/def2-TZVPD

Atoms and positions in Å:
C 1.6862 -1.2956 -0.4383
C 1.9910 -0.1930 0.1426
C 2.1147 0.8439 0.9556
H 2.4228 -1.9509 -0.9289
H 0.6877 -1.6143 -0.4758
H 1.8866 1.7699 0.4666
H 2.4902 0.8057 1.9372
C -2.0432 -0.3891 -1.1754
C -1.8398 0.4808 -0.1659
S -2.2947 0.1005 1.5010
H -1.5741 0.0930 -2.1094
H -2.4042 -1.3513 -1.3820
H -1.2914 1.3729 -0.3153
H -1.8317 1.3275 1.9881

***

Which of them is least stable? Easy: arrangement a.

***

Arrangement a

C5H8S | wB97M-V/def2-TZVPD

Atoms and positions in Å:
C -0.2130 1.6503 0.7871
C -1.7678 -0.2767 0.2148
C -0.6489 0.4174 0.7010
C 1.2320 -0.4790 -0.9824
C 0.6766 -0.9981 0.3129
S -3.1141 0.6054 -0.3154
H 0.8729 1.9403 0.6775
H -0.8439 2.5551 1.1866
H -1.6450 -1.3704 0.1055
H 1.5610 0.5197 -0.8952
H 0.4197 -0.5515 -1.8671
H 1.9844 -1.1555 -1.3565
H 0.1325 -1.9310 0.2232
H 1.3536 -0.9259 1.2081

***

Arrangement b

C5H8S | wB97M-V/def2-TZVPD

Atoms and positions in Å:
C 1.7810 -0.3464 -0.1993
C 1.9538 0.9122 0.0070
C 2.2639 2.1679 0.2168
H 2.4313 -1.0698 0.0916
H 1.0843 -0.6489 -0.9780
H 1.8052 2.6634 1.0391
H 3.0401 2.7056 -0.3058
C -2.8958 -1.1675 0.2732
C -1.9100 -0.4761 -0.3503
S -1.5813 1.1826 -0.0731
H -3.1736 -2.3000 0.1889
H -3.2270 -0.7455 1.1305
H -1.4604 -0.8585 -1.2889
H -2.7246 1.6202 0.3165

***

Which of them is least stable? Easy: arrangement a.